# 1
84
Properties=species:S:1:pos:R:3:forces:R:3:mulliken_spin:R:1 method="wB97M-V/def2-TZVPD" s_squared=6.034 molar_mass_g_mol=583.7 spin_multiplicity=5 total_energy_ev=-81601.7664 charge=-1 de_lowest_ev=0.0000 lumo_ev="2.28 / 2.23" homo_ev="0.89 / -5.44"
Co 0.87367 -0.48854 -1.24952 -4.7 0.2 0.7 2.423
O -0.70222 -1.53921 3.46941 0.2 -0.2 0.5 0.007
N -0.42932 -0.68704 -3.92105 0.2 -0.8 -0.1 -0.102
N -0.30650 -2.07047 -2.22701 0.2 0.7 -2.9 0.068
N -1.81611 -0.79297 0.20819 2.0 2.0 0.0 0.186
N -1.66643 -0.62281 5.28695 0.2 -0.4 0.0 -1.925
C -3.08032 -2.77715 1.52138 0.3 0.1 -0.4 -0.022
C -1.98018 -3.07033 0.67687 0.1 0.6 0.1 0.027
C 0.52545 1.16673 1.90024 -0.6 -0.2 0.4 0.219
C 0.61702 2.76185 -0.83452 -0.4 0.2 -0.2 0.122
C 1.18630 -1.02487 6.34189 0.1 0.1 0.2 -0.045
C -0.16830 -1.96232 -4.44269 -0.5 0.3 0.1 0.067
C -0.71016 0.41348 7.34244 -0.1 -0.1 0.0 0.297
C 2.68609 1.36559 -2.70595 0.2 0.3 -0.5 -0.041
C -1.61691 1.38696 -3.90827 0.0 0.3 -0.3 -0.155
C 2.16663 0.77126 -1.46006 2.5 1.5 0.9 -0.086
C -0.63958 0.58378 -4.52634 0.6 0.7 0.2 0.166
C 1.23864 1.43526 -0.56734 1.3 0.6 0.5 0.033
C -1.71012 2.73274 -4.26646 0.2 -0.3 -0.3 0.074
C -1.28001 -1.99734 0.04381 -1.4 -1.3 0.7 -0.133
C -0.09547 -2.83941 -3.39609 -0.4 0.8 0.0 -0.014
C -0.72255 -1.40032 4.69194 -0.4 0.4 0.0 0.644
C -2.51977 0.83661 -2.85371 -0.7 0.4 0.6 0.043
C -3.39996 -1.44781 1.81322 0.3 0.3 -0.2 0.487
C 0.30988 -2.03792 5.60574 0.0 -0.1 -0.4 0.254
C -1.85288 -0.38630 6.71651 0.4 -0.1 -0.2 2.064
C -1.06458 4.69616 -5.67949 0.0 0.3 0.0 -0.004
C -0.01997 -2.08272 -0.82123 -1.1 -4.3 2.2 0.384
C 0.53737 -0.43209 7.59523 0.1 0.2 -0.1 0.291
C 3.54687 -1.46163 -1.35092 0.4 -0.3 0.0 0.039
C 2.65479 -0.42926 -0.76911 1.2 1.3 0.6 -0.216
C 1.17731 0.70827 0.64603 0.9 -0.2 -0.4 -0.292
C -0.86902 3.27951 -5.23804 0.1 -0.4 0.1 -0.102
C -0.38602 -0.72715 -2.57104 -1.1 -1.6 -1.9 0.188
C 1.47357 0.35724 -5.91118 0.4 -0.1 -0.3 0.042
C 2.10190 -1.53339 1.53164 -0.1 -0.2 0.3 -0.187
C 1.92864 -0.49595 0.47915 1.9 1.4 1.3 0.230
C 0.28702 1.13320 -5.42391 -0.4 0.3 0.2 -0.065
C 0.13748 2.48348 -5.78179 -0.2 -0.3 0.0 0.029
C -2.66967 -0.44987 1.15326 -0.8 -1.4 0.1 0.558
H 1.86125 1.81877 -3.27579 0.3 -0.1 0.0 0.010
H 1.25593 1.59707 2.60717 -0.1 -0.1 -0.3 0.045
H -0.20815 -2.70315 6.31026 0.1 0.1 0.0 -0.014
H -2.38226 -0.28483 4.65252 -0.1 0.1 0.0 0.332
H -2.08275 4.83843 -6.05599 0.1 0.0 0.0 -0.001
H -0.36476 4.95762 -6.47558 -0.1 0.0 0.1 0.001
H -3.28670 1.58649 -2.61347 0.1 -0.2 -0.1 -0.001
H -3.69205 -3.57734 1.95764 0.4 0.2 -0.2 -0.034
H 0.84830 2.93300 -6.47939 -0.2 -0.2 0.1 0.024
H 2.10644 -1.54053 6.64681 -0.1 0.1 0.0 -0.105
H -0.10732 -2.09135 -5.51397 0.0 -0.3 0.2 0.001
H 3.42732 2.15334 -2.50211 -0.1 -0.1 -0.1 -0.002
H 4.57728 -1.35694 -0.98920 0.0 -0.1 -0.1 -0.010
H 2.22549 1.05360 -6.30778 -0.2 -0.2 0.1 0.003
H 0.02772 0.34164 2.42750 0.1 0.2 -0.1 0.070
H 3.55366 -1.36733 -2.44705 0.1 -0.2 0.3 0.005
H 0.25520 2.79430 -1.86686 0.0 0.1 0.0 0.050
H -0.24728 2.92790 -0.18128 0.1 0.0 -0.1 0.002
H 1.21859 -0.33813 -6.72465 0.0 0.1 0.2 0.000
H -2.79281 0.16505 6.83550 0.0 -0.1 -0.1 -0.828
H 3.18853 -2.46947 -1.08406 0.2 0.2 -0.2 0.022
H 0.04132 -3.91185 -3.46448 0.0 0.2 0.4 0.011
H 1.95436 -0.21133 -5.10210 -0.3 0.1 -0.2 -0.008
H -0.22799 1.94029 1.71163 0.1 -0.2 0.0 -0.013
H -1.96973 0.60567 -1.92339 -0.4 0.1 -0.4 0.013
H 3.00523 -1.33856 2.13175 -0.2 -0.1 -0.1 0.019
H 0.94418 -2.65327 4.95890 -0.2 0.0 0.1 0.036
H -4.18567 -1.13420 2.50090 0.2 -0.4 0.0 -0.731
H 3.16577 0.59164 -3.31214 0.0 0.2 -0.1 0.007
H 0.26835 -1.25660 8.27006 0.1 0.1 0.0 -0.157
H -2.44377 3.38302 -3.78387 0.1 -0.3 -0.1 0.042
H -3.04513 -0.07347 -3.17666 0.3 0.1 0.1 0.015
H 1.24142 -1.55622 2.21996 0.3 -0.1 -0.3 0.033
H 0.72132 -2.88174 -0.53909 -1.2 0.3 -0.2 0.049
H -1.06819 0.80555 8.30371 0.0 0.0 0.0 -0.342
H 2.21871 -2.52694 1.08577 0.0 0.0 0.1 0.018
H -1.68170 -4.10590 0.49880 0.0 0.3 0.1 0.004
H -0.93017 5.39867 -4.85068 0.0 -0.1 -0.1 -0.001
H -1.94937 -1.34580 7.24775 -0.1 0.3 -0.1 -0.027
H 1.30433 3.61414 -0.70405 -0.1 -0.3 0.0 -0.027
H -0.47066 1.28274 6.71457 -0.1 -0.2 0.1 0.062
H 1.49603 -0.21991 5.65718 -0.1 -0.2 0.1 0.111
H 1.28198 0.18654 8.11119 0.0 -0.1 0.0 -0.111
H -2.79487 0.61414 1.40587 -0.1 -0.4 -0.5 -0.129

=====

# 2
92
Properties=species:S:1:pos:R:3:forces:R:3:mulliken_spin:R:1 method="wB97M-V/def2-TZVPD" s_squared=15.950 molar_mass_g_mol=867.2 spin_multiplicity=8 total_energy_ev=-105555.1359 charge=-1 de_lowest_ev=0.0000 lumo_ev="1.32 / 2.44" homo_ev="-4.27 / -4.28"
Gd 0.38736 0.34606 0.20902 -0.4 0.1 0.4 7.391
S 2.89752 2.18549 -0.14180 -0.2 0.1 -0.8 -0.040
Si -0.79073 -0.30863 -3.14642 0.1 0.4 -0.3 -0.018
Si -2.17359 -2.64533 -1.58991 -0.3 -0.2 0.2 0.007
F 4.96723 3.93465 1.19603 0.1 0.1 0.0 0.000
F 3.33238 -0.17854 4.33517 0.0 -0.1 0.1 0.000
F 5.97694 3.65746 3.64937 0.1 0.1 0.0 0.000
F 5.18284 1.62033 5.27303 0.1 0.0 0.1 0.000
F 2.36527 0.04151 1.87119 0.2 -0.3 0.2 -0.005
O 1.98418 -0.61768 -0.95668 0.1 -0.3 -0.4 -0.030
O 0.50816 1.97593 1.86840 -0.2 -0.2 0.2 -0.033
N -2.07692 0.30040 1.89241 0.0 -0.3 0.0 -0.006
N -1.33020 2.21075 -0.18352 0.1 0.1 -0.3 -0.033
N 0.80357 -2.02361 1.24005 0.0 0.1 -0.1 -0.017
C -0.03234 4.02712 0.76934 0.3 0.0 0.3 0.003
C -0.47394 -1.13412 3.14043 0.0 -0.2 -0.2 0.014
C 3.59993 2.00952 1.39947 0.2 -0.2 0.7 -0.005
C -1.80173 -3.84459 -3.02498 0.2 0.3 0.0 -0.015
C -1.84587 -1.03033 2.45667 0.1 0.1 0.0 0.004
C 0.09831 -1.23863 -4.55164 -0.1 -0.2 0.4 -0.010
C 1.67558 5.31926 2.55081 -0.1 0.0 -0.1 0.000
C 0.35851 -2.29217 2.60708 -0.1 0.0 0.3 -0.004
C 2.08584 -2.97525 -0.61757 0.1 0.1 -0.4 0.005
C 1.42849 -2.98101 0.66306 -0.1 0.1 0.2 0.006
C -3.62377 1.54501 0.31642 0.2 -0.1 0.0 0.003
C -4.03327 -2.25289 -1.77353 0.2 0.2 -0.1 0.001
C 4.67462 1.74090 4.03779 -0.1 0.0 -0.2 0.000
C -1.02076 -1.19676 -1.52320 0.1 0.0 -0.4 -0.221
C 0.19907 5.41035 0.68172 -0.1 -0.1 -0.1 0.002
C 4.55256 2.89874 1.93113 -0.2 -0.2 -0.2 0.004
C -1.06027 3.45810 -0.05433 -0.2 -0.2 0.0 0.006
C -2.43819 0.21838 -3.96109 0.0 -0.1 0.2 0.001
C 3.07903 -1.92263 -2.57002 0.0 0.2 0.0 -0.002
C 3.25249 0.97586 2.28151 0.1 0.4 -0.3 0.002
C 0.64500 3.24836 1.76163 -0.1 0.4 0.0 -0.014
C -2.60909 1.87510 -0.78101 -0.1 0.0 0.1 0.000
C 1.46145 3.97157 2.67545 0.0 -0.1 0.1 -0.002
C 3.20186 -4.31782 -2.31226 0.0 -0.1 -0.1 0.000
C 2.52709 -4.21241 -1.12285 0.0 0.0 0.1 0.000
C 2.35229 -1.77810 -1.35514 0.2 -0.4 0.1 -0.010
C 3.74716 0.83571 3.55770 0.0 0.0 0.1 0.001
C -3.30299 0.26771 1.09120 0.0 0.1 -0.1 -0.001
C 0.24654 1.29603 -2.93515 -0.2 -0.4 0.0 -0.013
C -2.18295 1.28509 2.96144 0.1 0.1 -0.1 0.005
C -2.07773 -3.77814 -0.04713 0.2 0.1 -0.1 0.002
C 1.05621 6.06004 1.53267 0.0 0.1 0.0 -0.001
C 5.07430 2.77058 3.20053 0.0 0.0 0.1 0.000
C 3.48138 -3.14695 -3.03432 0.0 -0.1 0.1 0.000
H -4.60296 1.40307 -0.15019 0.0 0.0 0.0 0.000
H 1.94990 3.40461 3.46031 0.0 0.0 0.0 0.000
H 0.97604 -1.76717 -4.17301 0.0 0.0 0.0 0.001
H -2.22725 2.28896 2.54458 0.0 0.0 0.0 -0.001
H -3.23653 -0.49059 -3.72370 0.0 0.1 -0.1 0.000
H -3.70642 2.39978 0.99151 -0.1 0.0 0.0 0.000
H -0.05942 -1.71848 -1.38244 -0.1 -0.1 0.0 0.034
H -4.33858 -1.37022 -1.20635 0.0 0.0 0.0 0.000
H -3.08178 1.10805 3.57613 0.0 0.0 0.0 0.001
H 1.17850 1.22499 -3.49810 0.0 0.0 0.0 0.000
H 3.29054 -1.01182 -3.11727 0.0 0.0 0.0 0.000
H 1.23063 -2.42152 3.25557 0.0 0.0 -0.1 -0.001
H 0.53869 1.47742 -1.90016 0.1 0.4 -0.3 0.008
H -1.18188 -3.57651 0.54090 0.0 0.0 0.0 -0.002
H -2.02637 -4.82484 -0.35805 -0.1 0.0 0.0 0.000
H -2.03739 -3.40220 -3.99727 0.0 0.0 0.0 0.000
H 2.33158 5.82271 3.25222 0.0 0.0 0.0 0.000
H -0.56294 -1.97659 -5.01374 0.0 0.0 0.0 0.000
H -0.73484 -4.09091 -3.03125 0.0 0.0 0.0 0.000
H -4.30094 -2.07877 -2.81912 0.0 0.0 0.1 0.000
H -1.30391 1.24522 3.59980 0.0 0.0 0.0 -0.001
H 0.08957 -0.21291 2.96389 0.0 0.0 0.2 -0.004
H -2.48791 0.99836 -1.41822 0.0 0.0 0.0 -0.002
H -0.58341 -1.24783 4.21957 0.0 0.1 0.0 -0.001
H 4.02718 -3.21556 -3.96838 0.0 0.0 0.0 0.000
H -2.32783 0.23673 -5.04782 0.1 0.0 0.0 0.000
H 2.31541 -5.10800 -0.54612 0.0 0.0 0.0 0.000
H -2.36275 -4.77716 -2.93329 -0.1 0.0 0.1 -0.001
H 1.23908 7.12201 1.43345 0.0 0.0 0.0 0.000
H -2.94393 -3.67649 0.61144 0.0 0.1 0.0 0.000
H -0.28432 2.18700 -3.27683 -0.1 0.0 0.1 0.000
H -0.22429 -3.22211 2.64915 0.0 0.0 0.0 -0.002
H 3.51856 -5.28345 -2.68441 0.0 0.0 0.0 0.000
H -3.18892 -0.54336 0.36941 0.0 0.0 0.1 -0.004
H 0.42999 -0.54841 -5.33089 0.0 0.1 0.0 0.000
H -0.32143 5.96463 -0.09409 0.0 0.0 0.0 0.000
H -2.77338 1.20897 -3.64708 0.0 0.0 0.0 0.000
H -2.99777 2.70800 -1.38492 0.0 0.0 0.0 -0.001
H -1.89300 -1.74209 1.62916 0.0 0.0 0.0 -0.001
H 1.50399 -3.94196 1.19107 0.0 0.0 0.0 0.000
H -4.16358 0.03636 1.74426 0.0 -0.1 0.0 -0.001
H -1.71745 4.19071 -0.54682 0.0 0.0 0.0 -0.001
H -4.63015 -3.09659 -1.41970 0.0 -0.1 0.0 0.000
H -2.64717 -1.29249 3.16868 0.0 0.0 0.0 0.000